Record 1
ORCA calculation (ωB97M-V/def2-TZVPD) on a cluster of 4 separate species, C40H44FN4O5PS in total.

Results
Structure (SMILES): Cc1cccc(Cc2c(S)c([C@@H](C)F)c3c(c2OCCNC[C@H](C)O)C(=O)C=C([PH2]=O)C3=O)c1.c1ccncc1.c1ccncc1.c1ccncc1
LUMO level, eV: -1.28

```
! RIJCOSX wB97M-V def2-TZVPD def2/J DEFGRID3
* xyz 0 1
C 4.820 1.493 -5.327
C 3.848 0.475 -4.804
C 3.723 -0.793 -5.361
C 2.809 -1.701 -4.827
C 1.990 -1.359 -3.758
C 2.079 -0.086 -3.200
C 1.225 0.424 -2.050
C 0.760 -0.619 -1.065
C -0.360 -1.429 -1.282
S -1.384 -1.244 -2.711
C -0.750 -2.396 -0.324
C -1.977 -3.250 -0.542
C -3.271 -2.439 -0.337
F -1.944 -3.819 -1.806
C 0.013 -2.514 0.836
C 1.119 -1.692 1.075
C 1.487 -0.730 0.135
O 2.559 0.094 0.307
C 2.311 1.264 1.108
C 0.874 1.771 1.063
N 0.779 3.173 1.505
C 0.956 4.103 0.390
C -0.290 4.232 -0.460
C 0.053 4.651 -1.909
O -1.201 5.131 0.158
C 1.894 -1.914 2.322
O 2.431 -1.055 2.964
C 1.929 -3.324 2.785
C 0.874 -4.101 2.566
P 0.845 -5.838 3.058
O 1.534 -6.716 2.089
C -0.308 -3.513 1.887
O -1.423 -3.817 2.220
C 3.019 0.804 -3.730
H 5.258 1.154 -6.261
H 4.346 2.456 -5.488
H 5.636 1.617 -4.616
H 4.346 -1.051 -6.205
H 2.749 -2.678 -5.283
H 1.288 -2.080 -3.374
H 0.347 0.941 -2.442
H 1.811 1.182 -1.553
H -0.799 -0.220 -3.347
H -2.005 -4.065 0.164
H -3.029 -1.449 0.040
H -3.893 -2.903 0.419
H -3.799 -2.314 -1.274
H 2.607 1.108 2.138
H 2.970 2.041 0.713
H 0.439 1.721 0.072
H 0.257 1.183 1.738
H 1.520 3.342 2.176
H 1.165 5.090 0.798
H 1.781 3.799 -0.262
H -0.777 3.255 -0.532
H -0.582 5.482 -2.200
H -0.133 3.837 -2.604
H 1.100 4.924 -1.997
H -1.967 5.184 -0.418
H 2.796 -3.696 3.311
H 1.468 -5.878 4.322
H -0.502 -6.174 3.272
H 3.110 1.790 -3.290
C -4.022 0.699 4.217
C -3.817 1.838 3.454
C -2.744 1.861 2.575
N -1.895 0.845 2.428
C -2.105 -0.241 3.169
C -3.148 -0.368 4.072
H -4.847 0.643 4.916
H -4.473 2.693 3.539
H -2.543 2.733 1.962
H -1.394 -1.050 3.029
H -3.269 -1.275 4.648
C -0.771 -1.154 8.656
C -1.000 -0.377 7.532
C -2.123 0.437 7.513
N -2.999 0.512 8.513
C -2.764 -0.242 9.585
C -1.671 -1.086 9.708
H 0.095 -1.801 8.712
H -0.325 -0.398 6.687
H -2.338 1.063 6.654
H -3.493 -0.162 10.384
H -1.530 -1.674 10.604
C -0.700 0.338 -8.750
C -1.673 0.055 -7.805
C -1.370 0.279 -6.472
N -0.202 0.750 -6.041
C 0.723 1.014 -6.961
C 0.524 0.828 -8.322
H -0.891 0.178 -9.803
H -2.641 -0.332 -8.092
H -2.102 0.080 -5.696
H 1.666 1.391 -6.583
H 1.311 1.061 -9.026
*
```

Record 2
ORCA calculation (ωB97M-V/def2-TZVPD) on a structure of composition C40H45Cl5LaN3O4Te.

Results
LUMO level (alpha / beta), eV: -2.27 / -3.69
Energy above the lowest of the compared OMol25 structures with the same formula, charge and spin, eV: 0.000

```
! RIJCOSX wB97M-V def2-TZVPD def2/J DEFGRID3
* xyz 1 2
La 0.723 -0.349 0.491
Cl -2.400 -0.049 7.034
C -1.630 -0.527 5.578
C -1.926 0.127 4.383
Cl -3.033 1.439 4.363
C -1.316 -0.289 3.211
Cl -1.618 0.594 1.734
C -0.408 -1.364 3.161
O 0.117 -1.758 2.045
C -0.091 -1.974 4.391
Cl 1.070 -3.233 4.356
C -0.696 -1.574 5.577
Cl -0.307 -2.355 7.051
C 4.448 -0.797 0.051
C 3.621 -1.304 -1.084
C 4.297 -1.698 -2.356
O 2.400 -1.362 -0.981
H 5.515 -0.880 -0.139
H 4.185 -1.334 0.968
H 4.188 0.252 0.214
H 4.751 -0.802 -2.783
H 3.588 -2.122 -3.061
H 5.107 -2.396 -2.151
C -2.200 -3.283 -0.257
N -1.836 -3.013 -1.627
C -2.351 -3.928 -2.628
C -1.421 -3.942 -3.833
C -1.267 -2.520 -4.342
N -0.902 -1.636 -3.255
C -0.298 -0.383 -3.637
C -1.204 -1.878 -1.964
O -0.876 -1.049 -1.083
H -1.866 -4.287 0.009
H -3.282 -3.227 -0.138
H -1.724 -2.563 0.416
H -3.368 -3.624 -2.923
H -2.424 -4.916 -2.165
H -1.824 -4.577 -4.619
H -0.448 -4.342 -3.541
H -2.199 -2.165 -4.802
H -0.480 -2.452 -5.100
H 0.663 -0.561 -4.124
H -0.140 0.247 -2.757
H -0.951 0.147 -4.334
C -1.116 8.836 -3.996
C -0.712 7.622 -3.227
C 0.619 7.337 -2.975
C 1.003 6.204 -2.265
C 2.447 5.986 -1.991
C 0.027 5.324 -1.829
Te 0.501 3.390 -0.974
N 1.551 1.815 0.359
C 1.983 1.720 1.582
O 2.014 0.549 2.137
C 2.486 2.839 2.410
C 3.325 2.522 3.474
C 3.863 3.524 4.253
C 3.554 4.848 3.994
C 2.701 5.170 2.952
C 2.174 4.170 2.156
C 1.885 2.889 -2.508
C 1.341 2.623 -3.769
C -0.089 2.880 -4.110
C 2.169 2.142 -4.775
C 3.522 1.917 -4.566
C 4.402 1.408 -5.662
C 4.042 2.234 -3.326
C 3.259 2.742 -2.297
C 3.997 3.225 -1.087
C -1.327 5.613 -2.013
C -2.413 4.731 -1.489
C -1.674 6.754 -2.720
H -0.254 9.441 -4.257
H -1.801 9.450 -3.418
H -1.625 8.557 -4.916
H 1.383 8.019 -3.321
H 2.939 6.940 -1.833
H 2.937 5.490 -2.825
H 2.599 5.376 -1.097
H 3.539 1.484 3.682
H 4.518 3.273 5.071
H 3.972 5.627 4.607
H 2.445 6.199 2.759
H 1.497 4.433 1.345
H -0.773 2.609 -3.298
H -0.370 2.317 -4.997
H -0.243 3.940 -4.319
H 1.742 1.935 -5.742
H 3.833 0.837 -6.391
H 5.199 0.776 -5.272
H 4.873 2.239 -6.189
H 5.105 2.131 -3.158
H 4.728 2.492 -0.761
H 3.356 3.463 -0.252
H 4.554 4.126 -1.355
H -2.231 4.418 -0.456
H -2.524 3.826 -2.093
H -3.362 5.263 -1.510
H -2.721 6.978 -2.872
*
```

Summary of DFT total energy in a.u.
-2985.20871, -4616.96602
(order as listed above)
Summary of max |F| in eV/Å
0.948, 2.636
(order as listed above)